No. 1
This record from the Open Molecules 2025 dataset describes an isolated molecule of C4H9NO2. The level of theory is wB97M-V/def2-TZVPD.

Results
SMILES   C[C@@H](O)CNC=O
Lowest unoccupied orbital energy   0.029 Eh
Energy relative to the best compared isomer or geometry (same formula, charge and spin)   118.1 kJ/mol
Total charge   0
Highest occupied orbital energy   -9.57 eV

Structure (XYZ):
```
16
C4H9NO2 wB97M-V/def2-TZVPD
C 1.06492 -1.78163 0.60202
C 0.09830 -0.63674 0.74899
O 0.59923 0.37260 1.67773
C -0.00577 0.13139 -0.57721
N -0.75903 1.34953 -0.41153
C -1.50933 1.82496 -1.45635
O -1.51360 1.26124 -2.53711
H 0.52251 -2.63820 0.19725
H 1.62035 -2.02526 1.50562
H 1.88420 -1.53225 -0.07918
H -0.90917 -0.78449 1.12919
H 1.01586 -0.01270 2.43281
H 0.98562 0.38675 -0.99151
H -0.32024 -0.51377 -1.39389
H -0.65769 1.88939 0.42294
H -2.11616 2.70919 -1.26977
```

These are the Löwdin partial charges, in e, on atoms 1 to 2:
1. C -0.05
2. C -0.38



No. 2
This record from the Open Molecules 2025 dataset describes an isolated molecule of C4H2ClNOS. The level of theory is wB97M-V/def2-TZVPD.

Results
SMILES   S=c1nccc(Cl)o1
Lowest unoccupied orbital energy   -0.048 Eh
Energy relative to the best compared isomer or geometry (same formula, charge and spin)   324.6 kJ/mol
Total charge   0
Highest occupied orbital energy   -8.83 eV

Structure (XYZ):
```
10
C4H2ClNOS wB97M-V/def2-TZVPD
S -2.64655 -1.78026 -0.23764
C -1.45367 -0.65003 0.23540
N -1.56925 0.76298 0.02471
C -0.32988 1.24139 0.01321
C 1.02406 0.62815 -0.25787
C 1.07351 -0.75450 0.10198
Cl 2.48928 -1.56210 -0.11145
O -0.20827 -1.38736 0.63685
H -0.32602 2.41260 0.08091
H 1.94679 1.08914 -0.48612
```

These are the Löwdin partial charges, in e, on atoms 1 to 2:
1. S 0.65
2. C -0.75



No. 3
This record from the Open Molecules 2025 dataset describes an isolated molecule of C5H7NO2S. The level of theory is wB97M-V/def2-TZVPD.

Results
Lowest unoccupied orbital energy   0.024 Eh
Energy relative to the best compared isomer or geometry (same formula, charge and spin)   268.9 kJ/mol
Total charge   0
Highest occupied orbital energy   -9.39 eV

Structure (XYZ):
```
16
C5H7NO2S wB97M-V/def2-TZVPD
C 3.16592 -0.67130 1.18665
C 3.01711 -0.57490 2.51352
C 1.15911 -0.01601 1.60880
C -2.05916 0.67459 -1.04336
C -0.95602 -0.05175 -0.36952
N 1.92811 -0.31170 0.61076
O -1.03971 1.86924 1.48866
O 1.76264 -0.18558 2.76733
S -0.85146 0.41370 1.43072
H 4.05912 -0.96134 0.69423
H 3.84422 -0.79039 3.18398
H -3.00960 0.97634 -0.39642
H -1.77897 1.66093 -1.36406
H -2.31290 0.22224 -1.91379
H 0.07770 0.03386 -0.71496
H -1.03341 -1.06739 -0.24377
```

These are the Löwdin partial charges, in e, on atoms 1 to 2:
1. C -0.10
2. C -0.12



No. 4
This record from the Open Molecules 2025 dataset describes a cluster of 2 separate species, C4H8S4 in total. The level of theory is wB97M-V/def2-TZVPD.

Results
SMILES   S[C@@H]1CS1.CC(=S)S
Lowest unoccupied orbital energy   -0.009 Eh
Energy relative to the best compared isomer or geometry (same formula, charge and spin)   209.5 kJ/mol
Total charge   0
Highest occupied orbital energy   -8.29 eV

Structure (XYZ):
```
16
C4H8S4 wB97M-V/def2-TZVPD
S 0.10515 2.16807 -0.63384
C -0.67402 2.39398 0.99041
C -0.43670 3.77720 1.49422
S 0.31368 2.48882 2.44744
H -0.78955 1.61889 -1.43801
H -1.70387 2.03442 1.26467
H 0.32275 4.34726 0.84445
H -1.29004 4.46012 1.98095
C 0.11899 -3.79871 -0.70771
C 0.45379 -2.40838 -0.82687
S -0.67857 -1.29325 -0.57303
S 2.08980 -2.18055 -1.31932
H 0.22991 -4.26024 -1.80499
H -0.97499 -3.96776 -0.46181
H 0.71064 -4.53828 -0.02844
H 2.20302 -0.84158 -1.22812
```

These are the Löwdin partial charges, in e, on atoms 1 to 2:
1. S 0.67
2. C -1.02



No. 5
This record from the Open Molecules 2025 dataset describes a structure of composition CHHgLiO3. The level of theory is wB97M-V/def2-TZVPD.

Results
Lowest unoccupied orbital energy (spin up / spin down)   -0.508 / -0.479 Eh
Total charge   +2
Highest occupied orbital energy (spin up / spin down)   -21.92 / -20.96 eV

Structure (XYZ):
```
7
CHHgLiO3 wB97M-V/def2-TZVPD
O 1.54238 -0.04657 -0.75827
C 0.60968 -0.16060 -1.47362
H -0.39076 0.74198 -0.82748
O -1.20223 0.30166 0.70024
O -1.17872 -0.05457 -0.45512
Li -0.33629 -1.26445 1.44115
Hg 0.95594 0.48256 1.37310
```

These are the Löwdin partial charges, in e, on atoms 1 to 2:
1. O -0.01
2. C 0.18



No. 6
This record from the Open Molecules 2025 dataset describes an isolated molecule of C5H6N2O. The level of theory is wB97M-V/def2-TZVPD.

Results
SMILES   c1cc2n(n1)CCO2
Lowest unoccupied orbital energy   0.028 Eh
Energy relative to the best compared isomer or geometry (same formula, charge and spin)   276.3 kJ/mol
Total charge   0
Highest occupied orbital energy   -8.41 eV

Structure (XYZ):
```
14
C5H6N2O wB97M-V/def2-TZVPD
C 2.36004 -0.06295 -0.08228
C 1.56033 1.24119 -0.01673
C 0.30068 0.70303 0.01749
N 0.27238 -0.60883 -0.12196
N 1.49878 -1.09833 -0.10147
C -1.07439 -1.16608 -0.02882
C -1.83074 0.25219 0.04677
O -0.79234 1.29426 -0.25375
H 3.51900 -0.32908 0.18101
H 1.73229 2.20046 0.21323
H -1.36932 -1.56406 -1.13142
H -1.34839 -1.85064 0.78262
H -2.23222 0.42587 1.10448
H -2.59610 0.56297 -0.60916
```

These are the Löwdin partial charges, in e, on atoms 1 to 2:
1. C -0.11
2. C 0.05



No. 7
This record from the Open Molecules 2025 dataset describes a cluster of 2 separate species, C3H7NO in total. The level of theory is wB97M-V/def2-TZVPD.

Results
Lowest unoccupied orbital energy (spin up / spin down)   0.141 / 0.138 Eh
Energy relative to the best compared isomer or geometry (same formula, charge and spin)   158.4 kJ/mol
Total charge   -1
Highest occupied orbital energy (spin up / spin down)   1.10 / -4.33 eV
Multiplicity   2

Structure (XYZ):
```
12
C3H7NO wB97M-V/def2-TZVPD
C 0.54183 -3.23734 0.73218
N -0.54907 -3.00357 0.03215
H 0.51932 -2.73297 1.70170
H 1.40039 -3.87469 0.54472
H -0.50573 -3.44151 -0.88721
O -0.82246 3.00922 0.12274
C -0.42952 1.99127 -0.39291
C 0.99536 1.51660 -0.47532
H -1.17895 1.28714 -0.80130
H 1.70907 2.18381 -0.93294
H 1.00482 0.46336 -0.74879
H 1.30710 1.35565 0.58265
```

These are the Löwdin partial charges, in e, on atoms 1 to 2:
1. C -0.46
2. N -0.18



Number 1: maximum force 2.4 eV Å⁻¹. Number 2: maximum force 6.3 eV Å⁻¹. Number 3: maximum force 4.3 eV Å⁻¹. Number 4: maximum force 5.4 eV Å⁻¹. Number 5: maximum force 7.0 eV Å⁻¹. Number 6: maximum force 6.6 eV Å⁻¹. Number 7: maximum force 2.1 eV Å⁻¹.